3 unconnected molecules or ions with the total composition CH8NO3 in a non-equilibrium geometry. Source: OMol25; level of theory: ωB97M-V/def2-TZVPD.

Calculated values
Energy relative to the best compared isomer or geometry (same formula, charge and spin) (eV): 0.187
Highest occupied orbital energy (eV): -3.721
Molecular weight (g/mol): 82.079

```
! RIJCOSX wB97M-V def2-TZVPD def2/J DEFGRID3
* xyz -1 1
N -1.20 -1.69 0.49
C -1.17 -0.46 -0.30
O -0.33 0.49 0.21
H -0.33 -2.20 0.42
H -1.23 -1.37 1.45
H -0.92 -0.70 -1.35
H -2.21 -0.10 -0.39
H 0.62 1.51 -0.87
H 0.46 2.97 -0.72
O 0.79 2.33 -1.38
H 1.03 -0.08 0.89
H 2.52 -0.42 0.39
O 1.98 -0.26 1.16
*
```

Atomic partial charges in e from the Löwdin method, atoms 1 to 8: -0.025, -0.542, -0.342, 0.033, 0.044, 0.086, 0.076, -0.022

2 unconnected molecules or ions with the total composition C9H19BrNO2S in a non-equilibrium geometry. Source: OMol25; level of theory: ωB97M-V/def2-TZVPD.

Calculated values
Highest occupied orbital energy (eV): -12.286
Molecular weight (g/mol): 285.227

```
! RIJCOSX wB97M-V def2-TZVPD def2/J DEFGRID3
* xyz 1 1
Br -0.72 -0.95 -1.21
C 1.20 -0.62 -1.59
C 2.09 -1.34 -0.53
C 3.22 -2.22 -1.11
N 3.78 -1.44 -2.27
C 2.82 -1.65 -3.40
C 1.47 -0.95 -3.10
H 1.33 0.45 -1.44
H 1.50 -1.94 0.17
H 2.59 -0.58 0.10
H 4.00 -2.49 -0.40
H 2.75 -3.12 -1.52
H 4.72 -1.73 -2.52
H 3.83 -0.45 -2.03
H 2.72 -2.72 -3.63
H 3.30 -1.22 -4.29
H 1.48 0.01 -3.63
H 0.67 -1.56 -3.54
C -3.85 1.01 1.86
C -3.93 2.30 2.67
C -2.66 2.39 3.53
S -1.40 1.49 2.63
O -1.02 0.33 3.39
O -0.41 2.42 2.13
C -2.44 0.97 1.28
H -4.61 0.98 1.07
H -4.01 0.15 2.51
H -3.98 3.16 2.00
H -4.83 2.33 3.30
H -2.34 3.41 3.68
H -2.79 1.90 4.49
H -2.14 -0.01 0.94
H -2.33 1.70 0.47
*
```

Atomic partial charges in e from the Löwdin method, atoms 1 to 8: 0.784, -0.624, -0.191, -0.098, 0.058, -0.115, -0.183, 0.090

A single C4H6OS2 molecule in a non-equilibrium geometry. Source: OMol25; level of theory: ωB97M-V/def2-TZVPD.

Calculated values
Structure (SMILES): O=C1[C@H](S)C[C@@H]1S
Energy relative to the best compared isomer or geometry (same formula, charge and spin) (eV): 1.233
Highest occupied orbital energy (eV): -9.367
Molecular weight (g/mol): 134.225

```
! RIJCOSX wB97M-V def2-TZVPD def2/J DEFGRID3
* xyz 0 1
C -1.21 -0.10 -0.44
C -0.46 1.23 -0.57
C 0.28 0.91 0.77
C -0.16 -0.47 0.55
H -0.35 -2.07 -1.50
H -2.19 0.00 0.00
H 0.30 1.21 -1.36
H -0.99 2.19 -0.68
H -0.37 1.27 1.57
H 2.22 0.18 1.79
O 0.27 -1.52 0.93
S -1.45 -1.33 -1.74
S 1.98 1.33 1.17
*
```

Atomic partial charges in e from the Löwdin method, atoms 1 to 8: -0.593, -0.144, -0.607, -0.516, -0.119, 0.110, 0.113, 0.118

A molecular structure, C44H37N4OPS2Se2Tl. Source: OMol25; level of theory: ωB97M-V/def2-TZVPD.

Calculated values
Energy relative to the best compared isomer or geometry (same formula, charge and spin) (eV): 0.273
Highest occupied orbital energy (eV): -10.188
Molecular weight (g/mol): 1095.218

```
! RIJCOSX wB97M-V def2-TZVPD def2/J DEFGRID3
* xyz 1 1
Tl -0.69 0.18 -1.03
C -1.77 -0.43 3.44
C -1.64 -0.62 1.95
N -0.90 0.24 1.29
N -0.07 0.99 2.11
C 0.40 2.09 1.71
S -0.13 2.82 0.18
S 1.51 2.95 2.80
C 0.23 3.65 3.92
C -0.83 4.40 3.17
C -0.53 5.59 2.50
C -1.50 6.22 1.73
C -2.77 5.67 1.62
C -3.08 4.50 2.29
C -2.11 3.87 3.06
C -2.34 -1.74 1.35
C -2.59 -2.87 2.18
C -3.25 -3.98 1.73
C -3.75 -3.99 0.42
C -3.53 -2.92 -0.42
C -2.79 -1.79 0.00
O -2.62 -0.82 -0.84
H -1.85 0.63 3.67
H -2.64 -0.94 3.83
H -0.87 -0.78 3.95
H -0.19 2.84 4.51
H 0.80 4.30 4.59
H 0.46 6.00 2.58
H -1.25 7.14 1.22
H -3.52 6.17 1.01
H -4.07 4.08 2.22
H -2.36 2.95 3.58
H -2.24 -2.87 3.20
H -3.41 -4.82 2.38
H -4.30 -4.85 0.06
H -3.90 -2.92 -1.43
Se -0.53 1.28 -3.31
Se 1.38 4.24 -0.44
C 2.58 3.17 -1.49
C 3.56 3.90 -2.16
C 4.46 3.21 -2.95
C 4.35 1.83 -3.04
C 3.35 1.21 -2.32
N 2.46 1.86 -1.55
C -2.15 2.19 -2.83
C -2.81 2.99 -3.75
C -3.99 3.60 -3.34
C -4.45 3.39 -2.05
C -3.72 2.58 -1.21
N -2.58 2.00 -1.58
H 3.61 4.98 -2.06
H 5.23 3.75 -3.49
H 5.03 1.25 -3.64
H 3.25 0.13 -2.37
H -2.43 3.12 -4.75
H -4.54 4.23 -4.03
H -5.37 3.85 -1.71
H -4.04 2.38 -0.19
C -0.34 -6.58 -0.78
C -1.02 -5.63 -1.53
C -0.70 -4.29 -1.39
C 0.29 -3.89 -0.51
C 0.99 -4.85 0.23
C 0.67 -6.19 0.10
P 0.77 -2.14 -0.52
C 2.01 -2.13 -1.86
C 1.61 -1.71 -3.12
C 2.50 -1.76 -4.19
C 3.78 -2.23 -4.00
C 4.18 -2.67 -2.74
C 3.30 -2.63 -1.68
C 1.73 -1.81 0.99
C 1.41 -2.43 2.20
C 2.11 -2.11 3.35
C 3.12 -1.16 3.32
C 3.43 -0.53 2.13
C 2.74 -0.85 0.97
H -0.58 -7.63 -0.88
H -1.79 -5.94 -2.22
H -1.24 -3.55 -1.97
H 1.79 -4.55 0.90
H 1.21 -6.93 0.67
H 0.60 -1.34 -3.29
H 2.17 -1.43 -5.17
H 4.48 -2.27 -4.83
H 5.19 -3.05 -2.60
H 3.62 -2.98 -0.70
H 0.62 -3.17 2.24
H 1.87 -2.62 4.28
H 3.67 -0.92 4.22
H 4.21 0.22 2.09
H 3.00 -0.34 0.05
*
```

Atomic partial charges in e from the Löwdin method, atoms 1 to 8: 0.598, -0.002, -0.223, -0.048, -0.029, -0.947, 0.511, 0.885

A single C16H21NO molecule. Source: OMol25; level of theory: ωB97M-V/def2-TZVPD.

Calculated values
Structure (SMILES): O=C(N[C@@H]1CCCc2ccccc21)C1CCCC1
Energy relative to the best compared isomer or geometry (same formula, charge and spin) (eV): 0.144
Highest occupied orbital energy (eV): -8.508
Molecular weight (g/mol): 243.350

```
! RIJCOSX wB97M-V def2-TZVPD def2/J DEFGRID3
* xyz 0 1
O -1.10 -0.66 1.07
C -0.60 0.44 0.92
N -0.06 0.87 -0.23
H 0.26 1.83 -0.27
C 0.05 0.11 -1.47
C 0.40 -1.33 -1.17
C 1.61 -1.58 -0.53
C 2.00 -2.87 -0.23
C 1.17 -3.93 -0.57
C -0.03 -3.68 -1.20
C -0.43 -2.39 -1.51
C -1.75 -2.16 -2.19
C -2.27 -0.75 -1.92
C -1.20 0.26 -2.34
H -0.93 0.09 -3.38
H -1.58 1.28 -2.25
H -3.19 -0.58 -2.48
H -2.48 -0.65 -0.86
H -2.47 -2.90 -1.85
H -1.62 -2.30 -3.27
H -0.68 -4.51 -1.45
H 1.46 -4.94 -0.33
H 2.94 -3.05 0.28
H 2.26 -0.75 -0.27
H 0.90 0.56 -2.01
C -0.50 1.42 2.09
H -1.27 1.10 2.80
C 0.89 1.31 2.73
H 1.29 0.29 2.67
C 1.74 2.32 1.96
C 0.78 3.49 1.68
H 1.00 3.96 0.73
C -0.64 2.90 1.74
H -1.22 3.41 2.52
H -1.19 3.05 0.80
H 0.90 4.25 2.45
H 2.61 2.63 2.53
H 2.09 1.87 1.03
H 0.83 1.60 3.78
*
```

Atomic partial charges in e from the Löwdin method, atoms 1 to 8: 0.083, -0.458, 0.128, 0.122, -0.237, -0.145, -0.037, -0.084

A molecular structure, C40H29N6O2S2SbSe4Ti. Source: OMol25; level of theory: ωB97M-V/def2-TZVPD.

Calculated values
Energy relative to the best compared isomer or geometry (same formula, charge and spin) (eV): 0.314
Highest occupied orbital energy (spin up / spin down) (eV): -1.049 / -1.227
Molecular weight (g/mol): 1175.313

```
! RIJCOSX wB97M-V def2-TZVPD def2/J DEFGRID3
* xyz -2 3
Ti -0.06 0.25 0.49
Se 2.88 5.43 1.07
Sb 3.13 3.20 0.18
Se -0.72 1.38 2.59
Se 1.62 1.36 2.10
Se 5.00 2.00 1.14
S 1.33 -4.79 -1.89
C 1.72 -6.10 -2.94
C 1.97 -5.66 -4.20
C 1.84 -4.25 -4.33
C 1.51 -3.62 -3.16
C 1.28 -2.19 -2.94
C 1.08 -1.71 -1.66
N 0.80 -0.42 -1.36
C 0.72 0.44 -2.44
C 0.95 0.05 -3.77
C 0.87 1.08 -4.78
C 0.56 2.36 -4.48
C 0.26 2.75 -3.14
C -0.07 4.04 -2.74
C -0.36 4.31 -1.41
C -0.37 3.23 -0.51
N -0.08 1.99 -0.86
C 0.30 1.75 -2.15
C -0.65 5.67 -0.95
C -0.42 6.85 -1.61
C -0.78 8.00 -0.86
C -1.28 7.67 0.36
S -1.31 5.98 0.61
C 1.24 -1.28 -4.03
H 1.75 -7.10 -2.56
H 2.24 -6.32 -5.01
H 2.01 -3.72 -5.25
H 1.13 -2.38 -0.81
H 1.08 0.80 -5.81
H 0.54 3.12 -5.26
H -0.10 4.83 -3.48
H -0.62 3.37 0.53
H 0.04 6.90 -2.59
H -0.65 9.01 -1.20
H -1.61 8.33 1.15
H 1.41 -1.61 -5.05
O 0.01 -1.84 1.13
C -1.21 -2.00 0.86
N -1.94 -3.11 1.11
C -3.33 -2.84 0.75
C -3.19 -1.39 0.14
O -4.13 -0.79 -0.32
N -1.90 -1.00 0.27
C -3.84 -3.76 -0.34
C -5.18 -3.72 -0.71
C -5.65 -4.52 -1.74
C -4.78 -5.36 -2.43
C -3.44 -5.39 -2.08
C -2.97 -4.59 -1.04
C -4.21 -2.82 1.99
C -4.37 -1.65 2.73
C -5.11 -1.65 3.90
C -5.69 -2.83 4.36
C -5.52 -4.00 3.64
C -4.79 -3.99 2.46
H -1.69 -3.70 1.89
H -5.85 -3.05 -0.19
H -6.70 -4.48 -2.02
H -5.15 -5.98 -3.24
H -2.75 -6.03 -2.62
H -1.92 -4.61 -0.79
H -3.91 -0.72 2.40
H -5.22 -0.74 4.47
H -6.26 -2.83 5.28
H -5.96 -4.93 3.99
H -4.67 -4.91 1.89
N 1.27 -1.92 3.64
C 0.31 -1.90 4.62
C 0.59 -1.40 5.90
C -0.40 -1.42 6.85
C -1.66 -1.93 6.52
C -1.84 -2.39 5.23
N -0.89 -2.40 4.30
H 1.92 -1.14 3.66
H 0.88 -2.04 2.71
H 1.57 -1.00 6.12
H -0.21 -1.02 7.84
H -2.48 -1.94 7.23
H -2.81 -2.77 4.91
*
```

Atomic partial charges in e from the Löwdin method, atoms 1 to 8: 0.460, -0.401, -0.015, 0.017, -0.084, -0.418, 1.032, -0.448

Copy entry 3 word for word.
A single C4H6OS2 molecule in a non-equilibrium geometry. Source: OMol25; level of theory: ωB97M-V/def2-TZVPD.

Calculated values
Structure (SMILES): O=C1[C@H](S)C[C@@H]1S
Energy relative to the best compared isomer or geometry (same formula, charge and spin) (eV): 1.233
Highest occupied orbital energy (eV): -9.367
Molecular weight (g/mol): 134.225

```
! RIJCOSX wB97M-V def2-TZVPD def2/J DEFGRID3
* xyz 0 1
C -1.21 -0.10 -0.44
C -0.46 1.23 -0.57
C 0.28 0.91 0.77
C -0.16 -0.47 0.55
H -0.35 -2.07 -1.50
H -2.19 0.00 0.00
H 0.30 1.21 -1.36
H -0.99 2.19 -0.68
H -0.37 1.27 1.57
H 2.22 0.18 1.79
O 0.27 -1.52 0.93
S -1.45 -1.33 -1.74
S 1.98 1.33 1.17
*
```

Atomic partial charges in e from the Löwdin method, atoms 1 to 8: -0.593, -0.144, -0.607, -0.516, -0.119, 0.110, 0.113, 0.118

Repeat the fourth record exactly.
A molecular structure, C44H37N4OPS2Se2Tl. Source: OMol25; level of theory: ωB97M-V/def2-TZVPD.

Calculated values
Energy relative to the best compared isomer or geometry (same formula, charge and spin) (eV): 0.273
Highest occupied orbital energy (eV): -10.188
Molecular weight (g/mol): 1095.218

```
! RIJCOSX wB97M-V def2-TZVPD def2/J DEFGRID3
* xyz 1 1
Tl -0.69 0.18 -1.03
C -1.77 -0.43 3.44
C -1.64 -0.62 1.95
N -0.90 0.24 1.29
N -0.07 0.99 2.11
C 0.40 2.09 1.71
S -0.13 2.82 0.18
S 1.51 2.95 2.80
C 0.23 3.65 3.92
C -0.83 4.40 3.17
C -0.53 5.59 2.50
C -1.50 6.22 1.73
C -2.77 5.67 1.62
C -3.08 4.50 2.29
C -2.11 3.87 3.06
C -2.34 -1.74 1.35
C -2.59 -2.87 2.18
C -3.25 -3.98 1.73
C -3.75 -3.99 0.42
C -3.53 -2.92 -0.42
C -2.79 -1.79 0.00
O -2.62 -0.82 -0.84
H -1.85 0.63 3.67
H -2.64 -0.94 3.83
H -0.87 -0.78 3.95
H -0.19 2.84 4.51
H 0.80 4.30 4.59
H 0.46 6.00 2.58
H -1.25 7.14 1.22
H -3.52 6.17 1.01
H -4.07 4.08 2.22
H -2.36 2.95 3.58
H -2.24 -2.87 3.20
H -3.41 -4.82 2.38
H -4.30 -4.85 0.06
H -3.90 -2.92 -1.43
Se -0.53 1.28 -3.31
Se 1.38 4.24 -0.44
C 2.58 3.17 -1.49
C 3.56 3.90 -2.16
C 4.46 3.21 -2.95
C 4.35 1.83 -3.04
C 3.35 1.21 -2.32
N 2.46 1.86 -1.55
C -2.15 2.19 -2.83
C -2.81 2.99 -3.75
C -3.99 3.60 -3.34
C -4.45 3.39 -2.05
C -3.72 2.58 -1.21
N -2.58 2.00 -1.58
H 3.61 4.98 -2.06
H 5.23 3.75 -3.49
H 5.03 1.25 -3.64
H 3.25 0.13 -2.37
H -2.43 3.12 -4.75
H -4.54 4.23 -4.03
H -5.37 3.85 -1.71
H -4.04 2.38 -0.19
C -0.34 -6.58 -0.78
C -1.02 -5.63 -1.53
C -0.70 -4.29 -1.39
C 0.29 -3.89 -0.51
C 0.99 -4.85 0.23
C 0.67 -6.19 0.10
P 0.77 -2.14 -0.52
C 2.01 -2.13 -1.86
C 1.61 -1.71 -3.12
C 2.50 -1.76 -4.19
C 3.78 -2.23 -4.00
C 4.18 -2.67 -2.74
C 3.30 -2.63 -1.68
C 1.73 -1.81 0.99
C 1.41 -2.43 2.20
C 2.11 -2.11 3.35
C 3.12 -1.16 3.32
C 3.43 -0.53 2.13
C 2.74 -0.85 0.97
H -0.58 -7.63 -0.88
H -1.79 -5.94 -2.22
H -1.24 -3.55 -1.97
H 1.79 -4.55 0.90
H 1.21 -6.93 0.67
H 0.60 -1.34 -3.29
H 2.17 -1.43 -5.17
H 4.48 -2.27 -4.83
H 5.19 -3.05 -2.60
H 3.62 -2.98 -0.70
H 0.62 -3.17 2.24
H 1.87 -2.62 4.28
H 3.67 -0.92 4.22
H 4.21 0.22 2.09
H 3.00 -0.34 0.05
*
```

Atomic partial charges in e from the Löwdin method, atoms 1 to 8: 0.598, -0.002, -0.223, -0.048, -0.029, -0.947, 0.511, 0.885